C21H31GeSi | wB97M-V/def2-TZVPD

The HOMO-LUMO gap comes out at 0.23200 Eh. The HOMO energy comes out at -12.0 eV. The largest force on an atom comes out at 1.6 eV Å⁻¹.

```
! wB97M-V def2-TZVPD RIJCOSX def2/J DEFGRID3
* xyz 1 1
H -9.67 -2.68 4.43
H -10.08 7.57 6.71
H -8.87 0.77 6.90
C -6.90 5.13 3.69
H -9.88 3.85 9.65
C -11.64 1.06 8.62
C -10.62 6.77 7.24
C -7.88 4.16 4.13
C -6.93 -0.10 3.37
H -11.44 6.43 6.58
H -12.64 1.44 8.87
H -8.28 1.64 8.35
C -10.41 4.10 8.71
H -4.17 7.69 2.55
C -8.20 0.37 3.82
H -8.45 6.23 9.78
H -11.72 0.18 7.96
C -5.15 5.82 2.11
C -7.62 -2.40 3.77
H -11.07 7.23 8.13
H -7.27 6.50 5.32
H -6.24 3.95 1.99
C -8.79 1.75 7.38
H -6.54 2.52 3.83
H -6.19 0.62 3.02
H -11.41 4.48 8.97
H -4.57 5.62 1.20
H -5.67 -1.82 3.05
C -8.90 -1.96 4.15
H -11.11 0.77 9.55
C -4.93 6.98 2.87
H -8.86 4.48 4.44
H -9.59 2.01 4.04
C -6.65 -1.47 3.37
H -11.11 3.75 5.52
C -6.67 6.33 4.42
H -5.48 8.11 4.63
C -8.52 1.76 3.95
Si -9.44 5.36 7.67
H -12.61 3.05 6.24
C -5.66 7.22 4.04
Ge -10.61 2.44 7.68
H -7.23 5.35 8.81
C -11.55 2.86 6.01
H -7.39 -3.46 3.77
H -8.22 2.42 6.72
H -10.18 -0.25 4.43
C -7.59 2.80 3.97
C -8.08 6.05 8.76
C -9.19 -0.60 4.15
H -8.76 4.78 6.36
H -7.71 7.00 8.37
C -6.10 4.89 2.53
H -11.47 1.98 5.34
*
```

These are the Mulliken partial charges, in e, on atoms 1 to 5: H 0.401; H 0.340; H 0.282; C 0.037; H 0.405